Record 1
This record from the Open Molecules 2025 dataset describes C26H25N6O3SeW as an isolated structure at a distorted geometry. The level of theory is ωB97M-V with the def2-TZVPD basis set.

```
62
C26H25N6O3SeW | the Open Molecules 2025 dataset | ωB97M-V with the def2-TZVPD basis set
W 0.742 -0.137 -0.141
C -0.827 -3.250 1.134
C -0.586 -2.185 2.150
C -0.727 -2.522 3.500
C -0.535 -1.582 4.486
C -0.264 -0.275 4.110
C -0.151 0.021 2.767
N -0.247 -0.930 1.786
C 0.011 1.409 2.302
C -0.084 2.533 3.106
C -0.110 3.784 2.506
C -0.114 3.888 1.125
C -0.021 2.730 0.369
N 0.111 1.530 0.963
C -0.117 2.646 -1.091
C -0.541 3.715 -1.851
C -0.702 3.539 -3.218
C -0.388 2.316 -3.761
C 0.064 1.270 -2.956
C 0.486 0.006 -3.623
N 0.156 1.420 -1.622
H -1.347 -4.081 1.604
H 0.114 -3.634 0.741
H -1.444 -2.882 0.320
H -0.989 -3.541 3.748
H -0.620 -1.849 5.530
H -0.153 0.499 4.853
H -0.163 2.445 4.178
H -0.169 4.674 3.117
H -0.187 4.853 0.649
H -0.771 4.660 -1.383
H -1.051 4.350 -3.842
H -0.460 2.145 -4.826
H 0.979 0.251 -4.564
H -0.382 -0.614 -3.849
H 1.191 -0.552 -3.010
N 2.405 -0.746 1.431
C 3.268 -1.811 0.847
C 2.443 -2.690 -0.076
O 2.635 -3.890 -0.153
N 1.515 -1.985 -0.773
C 0.698 -2.753 -1.696
C -0.666 -2.109 -1.799
O -1.583 -2.551 -2.429
O -0.772 -0.957 -1.103
H 2.999 0.031 1.718
H 1.989 -1.121 2.279
H 3.743 -2.412 1.620
H 4.034 -1.318 0.248
H 0.590 -3.793 -1.383
H 1.136 -2.789 -2.699
Se 2.941 1.167 -0.601
C 3.206 1.411 -2.474
C 2.849 2.594 -3.106
C 3.077 2.713 -4.471
N 3.626 1.760 -5.214
C 3.993 0.641 -4.594
C 3.807 0.417 -3.237
H 2.402 3.409 -2.551
H 2.802 3.625 -4.990
H 4.454 -0.119 -5.213
H 4.120 -0.517 -2.788
```

Charge = +1
Electronic energy = -4028.4914 Eh
Spin multiplicity = 3
Kohn-Sham gap (spin up / spin down) = 0.224 / 0.242 hartree

***

Record 2
This record from the Open Molecules 2025 dataset describes C26H26ClN2OP2Rb as an isolated structure. The level of theory is ωB97M-V with the def2-TZVPD basis set.

```
59
C26H26ClN2OP2Rb | the Open Molecules 2025 dataset | ωB97M-V with the def2-TZVPD basis set
Rb -0.395 0.040 0.384
Cl -5.459 1.122 6.480
C -4.296 1.182 5.180
C -4.016 2.406 4.557
C -3.105 2.464 3.543
C -2.398 1.311 3.058
O -1.566 1.412 2.121
C -2.712 0.059 3.714
C -2.156 -1.236 3.432
N -1.324 -1.642 2.523
C -0.956 -3.012 2.566
C -1.322 -3.911 3.553
C -0.938 -5.260 3.538
C -0.157 -5.757 2.538
C 0.278 -4.890 1.517
C 1.116 -5.348 0.477
C 1.543 -4.480 -0.484
C 1.115 -3.143 -0.394
N 0.331 -2.686 0.547
C -0.108 -3.521 1.519
C -3.657 0.048 4.768
H -4.527 3.300 4.891
H -2.882 3.408 3.063
H -2.552 -1.953 4.152
H -1.924 -3.595 4.391
H -1.272 -5.901 4.343
H 0.148 -6.796 2.519
H 1.413 -6.389 0.465
H 2.190 -4.788 -1.293
H 1.447 -2.423 -1.139
H -3.883 -0.889 5.262
C -1.821 2.259 -3.514
P -0.462 1.176 -2.933
C -0.500 -0.086 -4.267
C 1.027 2.147 -3.456
C 0.986 2.743 -4.721
C 2.019 3.520 -5.207
C 3.138 3.726 -4.415
C 3.200 3.135 -3.168
C 2.169 2.333 -2.667
P 2.411 1.580 -0.990
C 4.202 1.191 -1.004
C 2.440 3.103 0.032
H -1.803 2.461 -4.585
H -1.818 3.206 -2.974
H -2.758 1.749 -3.280
H -0.451 0.360 -5.261
H -1.431 -0.651 -4.185
H 0.329 -0.784 -4.158
H 0.117 2.597 -5.349
H 1.947 3.963 -6.192
H 3.958 4.340 -4.764
H 4.080 3.310 -2.564
H 4.850 2.057 -1.137
H 4.435 0.451 -1.770
H 4.430 0.748 -0.033
H 3.124 3.853 -0.370
H 2.759 2.840 1.042
H 1.443 3.538 0.102
```

Electronic energy = -2358.1335 Eh
Kohn-Sham gap = 0.239 hartree

***

Record 3
This record from the Open Molecules 2025 dataset describes C26H26DyN4O8S as an isolated structure. The level of theory is ωB97M-V with the def2-TZVPD basis set.

```
66
C26H26DyN4O8S | the Open Molecules 2025 dataset | ωB97M-V with the def2-TZVPD basis set
Dy 0.176 0.290 0.852
O 0.356 1.688 2.953
C -0.931 1.999 3.498
C -1.818 0.767 3.582
N -1.909 -0.008 2.333
C -1.878 -1.445 2.618
C -0.468 -1.856 3.088
O -0.340 -2.916 3.680
O 0.453 -1.004 2.796
C -3.017 0.451 1.494
C -2.658 1.827 0.911
O -3.500 2.712 0.884
O -1.434 1.896 0.519
H 0.675 0.878 3.393
H -1.358 2.769 2.861
H -0.817 2.407 4.506
H -2.819 1.077 3.907
H -1.415 0.109 4.353
H -2.107 -1.998 1.704
H -2.605 -1.747 3.379
H -3.965 0.505 2.037
H -3.127 -0.239 0.652
C 1.864 4.059 0.621
O 2.207 4.221 -0.761
C 1.395 3.633 -1.691
C 1.150 4.342 -2.848
C 0.369 3.809 -3.878
C -0.183 2.559 -3.713
C 0.047 1.819 -2.546
C -0.548 0.493 -2.456
N -0.467 -0.246 -1.421
N -1.077 -1.500 -1.488
C -0.541 -2.280 -0.588
O 0.444 -1.947 0.189
C -1.139 -3.639 -0.419
C -0.652 -4.467 0.586
C -1.224 -5.716 0.794
C -2.276 -6.143 -0.002
C -2.767 -5.313 -1.005
C -2.205 -4.064 -1.210
C 0.882 2.322 -1.522
O 1.227 1.609 -0.483
H 2.234 4.953 1.124
H 2.326 3.172 1.046
H 0.781 3.993 0.745
H 1.579 5.334 -2.930
H 0.189 4.382 -4.778
H -0.815 2.130 -4.484
H -1.082 0.108 -3.327
H 0.145 -4.105 1.222
H -0.853 -6.348 1.592
H -2.723 -7.116 0.163
H -3.596 -5.640 -1.622
H -2.581 -3.400 -1.976
S 3.195 0.232 1.447
C 3.482 0.119 -0.218
N 2.860 -0.841 -0.951
C 2.870 -0.906 -2.302
C 3.602 -0.026 -3.030
C 4.332 0.955 -2.326
C 4.287 1.019 -0.965
H 2.208 -1.455 -0.452
H 2.257 -1.684 -2.735
H 3.596 -0.070 -4.109
H 4.912 1.685 -2.877
H 4.797 1.795 -0.415
```

Charge = -1
Electronic energy = -3110.8112 Eh
Spin multiplicity = 6
Kohn-Sham gap (spin up / spin down) = 0.275 / 0.276 hartree

***

The highest electronic energy belongs to which entry?
C26H26ClN2OP2Rb

***

Which of these has the highest electronic energy?
C26H26ClN2OP2Rb